[1]
C4H8O2 | ωB97M-V/def2-TZVPD

Structure (XYZ):
```
14
Properties=species:S:1:pos:R:3
O -0.03539 -1.29213 -1.54090
O 0.24996 1.33824 -1.48575
C -0.54801 -1.40735 0.77129
C 0.18865 0.76979 -0.24512
C 0.30942 -0.74206 -0.28863
C 0.17424 1.56969 0.82285
H 1.37186 -0.95256 -0.07272
H 0.21202 -0.65497 -2.22480
H -0.28377 -1.04738 1.76977
H -0.06104 2.24047 -1.32707
H -1.60072 -1.18893 0.57420
H -0.40241 -2.48932 0.73435
H -0.07763 1.25866 1.82341
H 0.50283 2.59786 0.68913
```

The energy relative to the best compared isomer or geometry (same formula, charge and spin) is 36.13 kcal per mole.

Löwdin population analysis, charges in e, atoms 1 to 2: number 1, O, carries -0.0200; number 2, O, carries 0.0336

=====

[2]
C2H2O2S | ωB97M-V/def2-TZVPD

Structure (XYZ):
```
7
Properties=species:S:1:pos:R:3
S 2.59725 -0.63063 0.60824
O 1.03152 1.17930 -0.62736
O -0.26437 -0.60774 0.48269
C 1.65035 0.37985 -0.03757
C -1.30838 -0.26949 0.02431
H -1.31619 0.38597 -1.00711
H -2.39019 -0.43726 0.55680
```

The energy relative to the best compared isomer or geometry (same formula, charge and spin) is 16.92 kcal per mole.

Löwdin population analysis, charges in e, atoms 1 to 2: number 1, S, carries 0.8309; number 2, O, carries 0.0650

=====

[3]
C4H9P | ωB97M-V/def2-TZVPD

Structure (XYZ):
```
14
Properties=species:S:1:pos:R:3
P 1.24875 1.51611 -1.55285
C -0.97469 0.31935 0.70553
C 0.90134 -0.24824 -1.72623
C -0.05324 -0.55449 1.53723
C -0.24958 0.49856 -1.21305
H -0.19994 -0.17930 2.50294
H -0.52282 -1.68194 1.61798
H 1.74313 1.49035 -0.05587
H -2.03074 -0.04459 0.60791
H 1.36679 -0.96973 -1.13479
H 0.91948 -0.53913 1.34898
H 0.84619 -0.53755 -2.82473
H -1.09791 0.72886 -1.97138
H -1.02177 1.33731 1.18594
```

The energy relative to the best compared isomer or geometry (same formula, charge and spin) is 57.25 kcal per mole.

Löwdin population analysis, charges in e, atoms 1 to 2: number 1, P, carries 0.8019; number 2, C, carries -0.1210

=====

[4]
C29H36ClN4O2OsSi | ωB97M-V/def2-TZVPD

Structure (XYZ):
```
74
Properties=species:S:1:pos:R:3
Os 0.28404 0.34216 0.10715
Cl 5.34193 0.29958 5.46323
Si 1.11753 -1.78183 -0.79078
O 2.38332 0.64913 -0.07798
O 0.56912 0.09779 2.06361
N -3.70875 -1.08971 0.93157
N -1.79898 0.19072 0.42695
N -0.46101 0.39581 -1.96014
N -1.58265 -1.76887 1.59786
C -2.70022 1.28578 0.05432
C -3.39551 -3.38811 1.67668
C -3.91280 0.74728 -0.68113
C 3.19660 0.69822 0.84801
C 0.22230 4.48622 0.52819
C -2.37914 -0.86010 0.98061
C 2.70260 -0.07143 4.95939
C 1.55090 -2.72609 0.77951
C 0.55033 5.06519 -0.69162
C 2.63103 -1.77202 -1.87758
C 0.43022 0.81318 -3.02477
C 1.08602 2.03006 -2.86390
C 0.82440 4.25917 -1.77896
C 1.68566 0.14417 2.77312
C -0.24224 -2.77646 -1.64348
C 0.42192 2.28720 -0.46561
C 1.97917 2.41990 -3.85684
C 0.59516 0.03947 -4.15818
C 4.08073 0.50171 3.09001
C -4.64281 -0.19860 0.24838
C 2.95631 0.45157 2.24176
C 0.77574 2.86342 -1.68330
C 0.16379 3.10651 0.63781
C -2.04476 -2.99501 2.23550
C 2.18260 1.63521 -4.98212
C -4.30088 -2.17330 1.71240
C 1.59382 -0.11748 4.14886
C 1.48158 0.44963 -5.14347
C 3.95808 0.24184 4.42736
H 0.01483 5.10639 1.39057
H 0.59139 6.14131 -0.79132
H 1.92375 -3.71013 0.47891
H -0.08573 2.66266 1.59853
H 0.11924 -3.80880 -1.68742
H -0.88953 -0.49681 -2.18632
H 0.04347 -0.88770 -4.26727
H 4.23024 0.94158 0.57536
H 2.86148 -2.80883 -2.14152
H -1.30638 -3.77872 2.05858
H 2.33346 -2.24363 1.36763
H 5.05005 0.74410 2.67215
H -0.48561 -2.50747 -2.67422
H -3.01869 1.83153 0.94996
H 2.61177 -0.27332 6.01834
H -2.12011 -2.84873 3.31726
H -1.21925 1.07407 -1.91654
H -5.20408 0.36902 0.99735
H 0.61960 -0.34592 4.56050
H -0.73093 -1.35682 1.96012
H 3.50139 -1.35142 -1.37638
H -4.47931 -1.85038 2.74380
H 2.48269 -1.21897 -2.80163
H 2.52871 3.34566 -3.74561
H 2.88598 1.95557 -5.73865
H 1.06846 4.71818 -2.72902
H -5.35848 -0.81379 -0.29970
H -5.26930 -2.39852 1.26794
H -3.59438 0.21932 -1.58423
H -4.58388 1.55079 -0.98416
H -3.81879 -4.20118 2.26467
H 0.69055 -2.88679 1.42844
H 1.62463 -0.15647 -6.02753
H -3.29735 -3.73501 0.64550
H -2.15145 2.01330 -0.54135
H -1.16361 -2.77598 -1.05520
```

The energy relative to the best compared isomer or geometry (same formula, charge and spin) is 0.00 kcal per mole. As for the total charge: +1.

Löwdin population analysis, charges in e, atoms 1 to 2: number 1, Os, carries 1.2635; number 2, Cl, carries 0.6972

=====

[5]
C5H13NO2 | ωB97M-V/def2-TZVPD

Structure (XYZ):
```
21
Properties=species:S:1:pos:R:3
O -2.33946 -1.17944 2.34801
O -0.65523 3.26727 -0.43212
N -1.10150 -1.42551 0.31236
C 0.72075 -0.25400 -1.02227
C 2.86741 0.75647 -1.71569
C -1.57642 -0.52178 1.31507
C 2.22680 -0.19865 -1.05151
C 0.30795 -1.34590 0.01703
H -1.60241 -1.47866 -0.55947
H 2.27336 1.50207 -2.23581
H 0.28156 0.65134 -0.59799
H -1.82128 -1.92799 2.66978
H 0.23819 -0.49342 -1.96187
H 2.78211 -0.98502 -0.55124
H -2.27988 0.19832 0.92606
H 0.22668 3.66506 -0.52990
H -0.73186 -0.07586 1.83517
H -1.20527 3.99190 -0.76077
H 0.71566 -2.31323 -0.31413
H 3.93371 0.87319 -1.88956
H 0.95242 -1.14961 0.88087
```

The energy relative to the best compared isomer or geometry (same formula, charge and spin) is 55.79 kcal per mole.

Löwdin population analysis, charges in e, atoms 1 to 2: number 1, O, carries -0.0798; number 2, O, carries -0.0699

=====

[6]
CF4N2S | ωB97M-V/def2-TZVPD

Structure (XYZ):
```
8
Properties=species:S:1:pos:R:3
S -1.54841 0.29877 -1.59212
F 0.17074 -0.87815 1.63868
F 1.81128 0.62236 0.33802
F -1.42812 -1.87039 0.41612
F 0.73149 1.84677 -1.14840
N 0.50026 1.06989 -0.04936
N -0.30491 -1.09480 0.34395
C -0.39918 0.05109 -0.43234
```

The energy relative to the best compared isomer or geometry (same formula, charge and spin) is 0.00 kcal per mole.

Löwdin population analysis, charges in e, atoms 1 to 2: number 1, S, carries 0.7939; number 2, F, carries 0.0429

=====

[7]
C34H33BrN2PdS5 | ωB97M-V/def2-TZVPD

Structure (XYZ):
```
76
Properties=species:S:1:pos:R:3
Pd -0.36013 0.17956 0.35645
Br 0.30776 1.79389 2.29010
S -5.32136 -1.18855 3.59002
S -3.29731 -0.72537 1.49729
S -1.89776 -1.41592 -0.94327
S -4.47018 -3.82686 -1.30508
S -5.31762 -2.83209 1.15915
N 1.95938 0.53627 -0.31264
N 0.78882 -1.73645 0.49311
C 0.01856 -2.89582 0.82991
C 3.90556 1.82813 1.50741
C 2.69062 -0.49015 -0.28639
C -0.57286 3.28619 1.53265
C -3.36761 -3.54918 -2.69026
C -2.23382 1.64192 -1.36090
C -1.10684 -4.89271 0.10741
C -4.67533 -1.55070 2.18655
C -0.43134 4.49776 2.11770
C -1.15536 5.58975 1.58550
C 2.04415 -1.75604 0.28404
C 2.46794 1.84449 -0.61982
C -0.34650 -1.93574 3.14377
C -2.97241 2.74494 -1.86409
C -3.13843 -1.67030 0.06769
C 3.80043 3.75369 -0.08333
C -4.19790 -2.70835 -0.10438
C -1.53294 -3.98328 2.28585
C -1.45593 1.75883 -0.24482
C 1.96329 2.49182 -1.74634
C -1.97300 5.40392 0.51382
C 3.32052 4.41027 -1.20250
C 4.11104 -0.56567 -0.77016
C -2.89893 3.95778 -1.25640
C -0.18676 -3.87436 -0.15798
C 3.37725 2.46625 0.23954
C 2.92885 -2.91791 0.60858
C 1.03371 1.78725 -2.70481
C -1.35878 3.02812 0.40053
C 2.39974 3.78174 -2.02175
C -2.08516 4.13570 -0.11279
C -0.62727 -2.95263 2.06838
C 0.54949 -3.85691 -1.47611
C -1.78794 -4.94051 1.30737
H -1.26936 -5.66554 -0.63885
H -2.28345 0.72378 -1.92735
H 4.37773 0.34435 -1.30078
H 2.37149 -3.72598 1.07515
H 0.73508 -2.84494 -1.83965
H 3.43511 -3.29881 -0.28166
H 0.48660 0.98235 -2.22239
H 4.52217 4.24369 0.56234
H 3.79517 2.51776 2.34636
H 0.72390 -1.80328 3.29864
H -3.44112 4.80867 -1.65262
H -3.57347 2.61448 -2.75646
H 4.23795 -1.42050 -1.43768
H 0.31707 2.48563 -3.13648
H -2.03266 -4.04961 3.24688
H 2.01782 4.29090 -2.90087
H 1.51772 -4.35525 -1.39078
H -2.55358 6.22796 0.11753
H -0.01131 -4.39735 -2.23941
H -1.06082 6.56368 2.04654
H 0.21104 4.62925 2.97955
H -3.54343 -2.56850 -3.12661
H -0.78790 -2.24434 4.09086
H 3.66870 5.40932 -1.43725
H 1.59961 1.34639 -3.53096
H 4.81077 -0.69732 0.06041
H 3.38971 0.90642 1.77306
H -2.49907 -5.73737 1.49812
H -3.65608 -4.32891 -3.39579
H -0.75697 -0.95896 2.88990
H 3.71210 -2.58290 1.29388
H 4.97258 1.60694 1.41961
H -2.33075 -3.67478 -2.39223
```

The energy relative to the best compared isomer or geometry (same formula, charge and spin) is 1.94 kcal per mole. As for the total charge: +2.

Löwdin population analysis, charges in e, atoms 1 to 2: number 1, Pd, carries 0.5644; number 2, Br, carries 0.9610